Below is a structure of composition C18H21ClN2O8OsP2S2, with properties calculated with wB97M-V/def2-TZVPD.

XYZ file:
```
55
C18H21ClN2O8OsP2S2, DFT wB97M-V/def2-TZVPD
P 3.6490 0.6285 1.8621
O 2.5106 1.1528 0.9786
H 2.3666 -1.8536 4.4730
C 1.8397 -4.9850 -0.1031
C -0.2099 -4.2318 -1.0734
H -5.0970 2.0543 -2.0865
C -0.9366 -1.8663 -1.0995
O 1.6020 -1.4691 0.5012
C -4.2366 2.7061 -5.9146
N -0.8215 -0.6258 -0.7289
C 2.8042 -0.0630 3.3814
C 2.8061 -1.5791 3.5135
O 0.2503 -0.0339 2.2024
O 4.6256 1.6206 2.3581
C -4.1013 1.6554 -2.2768
C -4.5537 2.5555 -4.5714
H -0.5063 0.0709 4.6417
Os 0.8200 0.2501 0.1229
C 1.2293 -2.6492 0.0116
H 3.8367 -1.9315 3.4905
C -2.2907 1.3390 -5.5997
C 0.0485 -2.8928 -0.7191
O 4.3506 -0.5964 1.1106
H 3.0229 -3.4428 0.8222
H -4.8749 3.3013 -6.5547
C -3.7463 1.7966 -3.7321
N -1.8843 0.1986 -1.1300
S -0.5260 2.0370 0.2928
H -2.8527 2.2152 -7.4777
H -1.1246 -4.4792 -1.5866
H -1.9639 0.6060 -3.6142
C -2.1082 -2.2884 -1.9440
Cl 1.6142 0.4548 -1.9688
C -3.1038 2.0978 -6.4316
C 0.6540 -5.2613 -0.7773
H -1.4014 0.8652 -5.9949
O 1.1525 2.1408 3.2873
H -2.5628 -1.4328 -2.4248
P 1.0968 0.5627 3.3019
H -5.4393 3.0354 -4.1707
C 2.1162 -3.6964 0.2893
H 0.4089 -6.2722 -1.0716
H 2.5392 -5.7793 0.1231
O 0.4439 0.2315 4.6986
H 5.3099 -0.4967 1.1594
C -1.8151 1.4067 -0.7294
C -2.6094 1.1873 -4.2600
H 2.2507 -2.0509 2.7064
O 3.4159 0.5091 4.5245
H -1.7920 -2.9946 -2.7048
H -4.0774 0.6211 -1.9385
S -3.0062 2.5972 -1.1667
H 4.0249 1.1956 4.1953
H 1.6374 2.4740 2.5126
H -2.8664 -2.7693 -1.3215
```

HOMO (spin up / spin down) = -8.4 / -8.4 eV
Gap between HOMO and LUMO (spin up / spin down) = 6.61 / 6.36 eV
Lowest unoccupied orbital energy (spin up / spin down) = -1.833 / -2.079 eV



Below is a structure of composition C17H35CdFN3O15S2 at a distorted geometry, with properties calculated with wB97M-V/def2-TZVPD.

XYZ file:
```
74
C17H35CdFN3O15S2, DFT wB97M-V/def2-TZVPD
H 2.0074 2.4600 -3.4369
C -1.7467 0.9277 4.6550
O 3.2663 -1.2427 1.2054
H -3.7090 -1.8762 -2.1549
H 4.9631 3.0056 -0.3884
S -1.8309 1.9972 7.0293
N 4.3666 -1.9113 3.0922
H 3.9507 0.2313 4.0712
H -1.7525 2.7936 -0.3146
O -1.2140 0.4705 6.8653
N 0.6166 -3.7664 -3.8422
H 5.3216 1.1898 -0.5621
H 0.8548 1.4769 -2.6741
H -3.9402 0.3202 0.0235
H 3.5019 0.9909 2.5326
H -0.7773 -1.4862 -4.5809
O -3.9789 -0.0622 -2.7243
H 1.1221 -5.4805 -2.7816
O -1.8188 2.1123 5.3474
C -0.7065 -1.7133 -3.5172
H -1.6802 -2.1703 -3.3405
C -0.3226 0.1461 1.0118
C -1.6776 2.8368 -1.4011
C 1.5393 -4.8072 -3.5303
O 0.5109 -0.7966 0.3369
H 1.7911 0.6477 -3.8557
C 4.5838 1.9894 -0.4956
C 1.8559 1.4335 -3.1031
H 1.7414 -5.2707 -4.4960
H -3.1992 1.9900 -2.8619
O 1.0681 -2.4705 -2.0567
H 2.4963 -4.4113 -3.1905
H 4.5107 -1.6845 4.0658
H -1.3081 0.0173 0.5643
H 5.6719 -2.8845 1.8158
O -1.0621 4.0072 -1.8938
S -5.7081 -0.1424 -2.6350
H 0.0184 -3.9748 -4.6288
F -4.0661 2.9691 -1.3181
O -6.4116 1.0222 -3.1124
C 0.3645 -2.6859 -3.0550
H -1.3069 -1.1207 5.4134
C -3.0180 2.8270 -2.1876
N 3.5574 1.9797 -1.5266
H -0.7788 0.9835 4.1570
C -4.3764 -0.5098 -0.5323
C 2.7293 1.0262 -1.9414
H -2.8765 -0.4243 5.7605
H 2.1865 0.1873 3.3664
C 4.9443 -3.1410 2.5857
C 3.6865 -1.0398 2.3850
O -3.1990 1.8940 7.5684
C 3.2671 0.1814 3.2237
H 4.2856 -3.8943 2.1535
Cd 2.0929 -1.8153 -0.4063
H 3.8874 1.8522 0.3316
H 5.4931 -3.6133 3.4004
O -5.6826 -0.1045 -0.9876
H -0.9193 -0.7901 -2.9782
H -0.9928 2.0778 -1.7793
O -3.0653 3.9812 -2.9462
H -0.4301 -0.1384 2.0585
C -1.8076 -0.2116 5.7467
H -4.3678 -1.3501 0.1619
C -3.4736 -0.8940 -1.7451
O -0.8860 2.9313 7.6330
C -1.9044 4.6238 -2.8687
O -1.5435 5.6820 -3.4745
H 3.5950 2.8060 -2.1063
O 2.7496 -0.1302 -1.5453
O -6.1893 -1.4863 -3.0040
H -2.4481 1.0016 3.8239
H -2.4423 -0.7492 -1.4235
H 0.0210 1.1805 1.0186
```

HOMO (spin up / spin down) = -14.9 / -14.9 eV
Gap between HOMO and LUMO (spin up / spin down) = 8.30 / 5.06 eV
Charge = +2
2S+1 = 2
Lowest unoccupied orbital energy (spin up / spin down) = -6.645 / -9.883 eV



Below is the molecule C7H10N4OS at a distorted geometry, with properties calculated with wB97M-V/def2-TZVPD.

XYZ file:
```
23
C7H10N4OS, DFT wB97M-V/def2-TZVPD
H -0.2549 -1.7583 -2.1894
C -0.9079 -0.0874 1.1559
N -1.6465 -1.5761 -0.6175
C 2.3623 0.5696 -1.1294
H 2.8061 1.4383 -1.0599
H -1.1480 -2.1594 1.4630
N -0.4072 1.8303 2.5325
N 0.4363 1.7629 0.3025
H -1.8258 0.3447 3.0560
S 0.9073 0.8586 -2.2914
C 0.3270 2.2936 1.5480
N -0.1507 0.0412 -1.2293
C -1.0906 0.7173 2.3574
H -1.9972 -2.6038 -0.7747
C -0.4383 -1.3980 -1.1980
H 0.4884 -1.7451 -0.5528
C -1.6847 -1.2808 0.8179
H 1.9712 0.2737 -0.2730
H -2.6353 -1.2579 1.2128
H 0.9343 3.2091 1.6993
O 1.0474 -0.0234 -3.4425
C -0.2223 0.6210 0.1792
H 3.1292 -0.0698 -1.5666
```

HOMO = -8.5 eV
Gap between HOMO and LUMO = 8.76 eV
Lowest unoccupied orbital energy = 0.241 eV



Below is a cluster of 9 separate species, C51H38O33 in total at a distorted geometry, with properties calculated with wB97M-V/def2-TZVPD.

XYZ file:
```
122
C51H38O33, DFT wB97M-V/def2-TZVPD
O -11.4532 14.4312 40.1851
C -8.3501 16.8178 32.2833
O -3.4621 10.0740 42.0561
C -8.9761 15.2243 34.1591
H -3.8843 12.6202 36.2149
H -2.8384 20.9822 44.7445
C -1.7582 18.7847 42.6140
O -8.9545 17.8746 36.6298
C -7.0538 19.3346 36.8826
C -4.2987 9.7316 41.0503
C -13.8112 17.2471 40.4592
C -13.4573 10.1949 38.0201
H -7.0170 13.1734 30.9201
H -6.1476 10.9911 38.5900
O -9.8088 11.0784 38.2868
H -6.8732 9.1679 36.8816
C -2.7079 19.5496 43.4130
O -6.3716 18.5096 37.4142
C -5.2493 7.8420 39.5278
C -4.2307 19.6873 43.0664
H -5.2087 17.5082 40.3612
O -8.5804 20.3149 39.6386
C -5.6663 10.3453 39.1064
C -11.9965 10.0183 38.1372
H -5.0783 20.2285 43.8212
O -6.2038 17.9858 32.3930
O -15.3119 11.5960 37.2638
C -13.1068 16.0107 40.6673
C -2.3190 18.1165 41.4085
O -13.5162 15.1751 41.6753
H -9.3441 16.1128 42.2717
O -5.3842 16.7363 34.5581
C -13.3913 18.1245 39.3473
C -11.3112 18.6219 42.4756
H -7.6202 23.5976 35.2160
C -13.2531 12.6031 37.4663
O -12.0187 18.1438 43.2912
O -11.4583 8.8260 38.5447
H -8.2963 17.5562 37.1742
O -6.5208 8.5657 37.5018
C -14.0320 11.4394 37.4165
O -5.3171 13.9382 31.6337
H -10.1357 19.8984 35.2428
C -4.9740 13.1859 33.8834
C -11.3878 20.0286 41.9665
H -4.0210 7.5906 41.1868
C -8.4255 19.1225 36.4634
H -10.7411 16.1113 31.5274
H -11.8705 8.1792 39.0494
C -6.6349 11.4052 34.8227
C -6.9631 12.5417 32.5312
C -7.6386 15.4734 34.6874
C -7.0484 17.0865 32.8622
O -4.7965 12.0509 40.3517
O -4.6142 12.1012 36.1015
C -6.5544 20.6810 36.4722
H -10.5932 16.2013 38.4496
C -4.9020 10.7886 40.2800
C -6.6966 16.4075 34.1114
O -7.6905 12.7569 31.3962
H -10.8175 18.0748 37.5568
H -7.3354 14.9927 35.4794
O -9.8638 14.7924 35.0198
O -9.6030 22.3003 34.9952
C -4.6951 18.9974 41.8253
H -12.3084 20.7195 42.1788
O -6.9198 10.6632 35.7651
C -8.8679 21.5458 35.5049
C -5.6695 13.3107 32.5760
H -5.2651 13.7414 38.3152
H -9.9173 21.9784 39.8685
O -11.6034 18.6141 37.7425
O -4.3495 17.4931 39.9902
O -7.6461 16.1410 38.3126
C -11.0102 11.1553 37.9782
C -11.4595 16.4263 38.8751
O -14.0764 19.0767 38.9321
H -5.1676 15.4947 37.7278
C -7.4911 21.8323 35.9545
H -8.3583 17.7708 40.5495
C -10.1992 17.8085 41.9315
C -5.7191 14.7787 38.3845
H -5.5695 20.9896 36.5725
C -8.0372 13.7727 38.0134
C -7.2002 15.0405 38.2496
C -3.7793 18.2080 41.0621
O -13.8004 13.8238 37.2050
O -5.8641 19.0840 41.6106
C -9.2767 15.7905 32.8756
H -8.3400 11.0362 33.5914
C -7.3412 11.6018 33.5984
H -1.4840 17.6229 40.9184
O -10.1125 16.5268 42.5133
H -8.0319 13.0738 38.8639
C -9.2970 20.1886 35.6588
C -10.4477 20.5810 40.9480
H -8.9145 14.1808 37.9898
C -11.7201 12.4843 37.8042
H -4.0210 13.8952 33.9048
H -8.5554 17.5650 31.4400
O -10.5918 21.9081 40.5523
C -5.8431 8.8937 38.6209
O -10.3989 15.5315 32.1880
H -11.0475 13.2823 37.7186
H -7.7694 13.2032 37.1255
O -6.9555 23.0901 35.7819
C -5.3720 12.2303 34.9203
C -11.9910 15.5002 39.9113
H -13.0208 14.3460 41.5590
O -0.5697 18.9079 42.8358
C -9.3565 19.8198 40.4488
H -5.5016 15.1857 39.2047
C -12.1996 17.7151 38.5833
C -9.2386 18.4016 40.8526
H -13.9982 9.1691 38.0189
H -14.7667 13.6130 36.9621
H -14.7459 17.3994 41.2213
H -3.3374 10.9953 42.0849
H -5.1564 17.5842 34.1438
O -2.1651 20.2107 44.4807
C -4.4079 8.2677 40.6298
O -5.4830 6.6781 39.3439
```

HOMO = -8.7 eV
Gap between HOMO and LUMO = 5.75 eV
SMILES = O=C1C=C(O)C(=O)C=C1O.O=C1C=C(O)C(=O)C=C1O.O=C1C=C(O)C(=O)C=C1O.O=C1C=C(O)C(=O)C=C1O.O=C1C=C(O)C(=O)C=C1O.O=C1C=C(O)C(=O)C=C1O.O=C1C=C(O)C(=O)C=C1O.O=C1C=C(O)C(=O)C=C1O.CC(C)=O
Lowest unoccupied orbital energy = -2.921 eV



Below is a structure of composition C46H40BrIN6O8SW at a distorted geometry, with properties calculated with wB97M-V/def2-TZVPD.

XYZ file:
```
104
C46H40BrIN6O8SW, DFT wB97M-V/def2-TZVPD
C -1.4300 0.8516 1.3536
H 3.1407 4.3540 5.0496
C 2.4204 0.7143 -4.3251
H 7.5683 5.2047 1.0293
H -9.4294 -0.1475 -2.5614
C 2.9233 2.9882 3.4232
C 2.9284 0.9930 5.3301
C -0.7692 -3.2276 -2.2672
N -2.2436 -1.3523 -2.7659
N 0.6872 -1.5908 -0.5942
C 0.3607 -3.7106 -1.6177
N 0.0993 -5.3080 2.5024
H -0.5605 -0.0431 -1.1686
C -6.5316 -1.3899 -2.9154
H 3.1690 2.5653 6.7752
C -0.7162 -2.7160 1.9852
O 3.7594 -0.9837 1.7957
C -1.4549 2.0362 2.0796
C -8.6617 -0.5216 -1.8824
H -3.9040 3.6724 0.3876
O 2.1475 2.5562 -5.8616
H 0.6974 -4.7290 -1.7436
H -3.0630 -1.9272 -2.8407
N -0.5155 -0.2486 1.6063
O 4.1113 -2.9737 0.4032
H 2.6823 -4.1959 3.7902
O 5.6255 -1.0819 0.1598
H 0.9797 3.7493 -3.8838
H -3.0650 -5.0070 0.3091
C -1.1733 -1.3338 1.8870
H 2.5990 1.9323 -6.4392
C 3.0632 2.3146 5.7279
C -5.4613 1.1471 -3.0611
C 4.5529 4.0694 -0.0037
O 3.2206 -0.8604 -0.4132
H 2.6750 -0.3720 3.7218
C -1.6647 -3.7657 1.9664
I -0.3873 2.3180 3.8176
C 1.9850 2.0004 -4.6378
C -7.2870 -0.3213 -2.4540
C 2.4248 -4.6532 2.8324
H 2.8872 3.7810 2.6867
C -3.2276 2.8729 0.6570
C -0.3500 -1.0939 -1.2793
C 3.2849 2.0261 0.6183
C 0.6248 -3.0253 2.1712
C -2.3778 0.6622 0.3477
S 4.3246 -1.5465 0.5046
C 2.5696 1.3847 1.5552
H -3.2434 -2.6836 0.9735
H -2.4093 -0.2779 -0.1846
C 2.2066 0.2545 -3.0421
H -3.2318 1.2350 -4.3316
H 2.5501 -5.7306 2.9071
C 5.6623 4.8952 0.0923
C 6.6957 4.5687 0.9590
H -1.3484 -3.8667 -2.9221
H -4.7510 -2.0552 -3.8816
H -7.3076 1.8122 -2.2309
C 4.4480 2.9225 0.7815
H 3.7487 4.3168 -0.6881
H 3.0290 1.8549 -0.4241
C 3.0554 3.3140 4.7606
H -8.8613 -1.5763 -1.7014
W 1.7758 -0.5579 0.9362
H -3.9806 1.4807 -0.8040
Br 0.2175 3.1348 -1.1057
O 1.5665 -2.0851 2.1265
O -1.1734 0.4920 -3.5545
H 2.9304 0.2003 6.0672
H 2.5587 -0.7250 -2.7418
H 3.1072 -4.2334 2.0914
C -3.2669 1.6602 -0.0106
C 2.7986 1.6592 3.0015
H -1.8587 -5.8790 2.2053
C -3.1235 -3.5668 1.6124
H -3.7255 -3.4019 2.5089
C -2.1962 -0.1497 -3.4368
H 2.9200 0.0916 -5.0549
C 2.7886 0.6733 3.9867
N -3.3892 0.3006 -3.9806
C -5.2615 -1.2046 -3.4465
C 5.4988 2.5938 1.6362
H 5.4416 1.6816 2.2154
H -6.9480 -2.3891 -2.8868
H 7.4270 3.1378 2.3809
C 1.0897 -2.8621 -0.8103
C -4.6969 0.0625 -3.4869
C -1.1180 -1.8915 -2.1159
H -2.3519 3.9615 2.2768
C -1.1832 -5.0332 2.2157
H -8.7747 0.0106 -0.9378
C 6.6134 3.4110 1.7219
C -6.7346 0.9536 -2.5594
H -2.2386 -1.2270 2.0884
C 1.3483 2.7593 -3.6677
O -3.6877 -4.7004 0.9774
C -2.3431 3.0426 1.7073
C 1.0034 -4.3501 2.4950
H -5.0425 2.1452 -3.1117
H 5.7229 5.7896 -0.5147
C 1.1864 2.1684 -2.4284
N 1.6059 0.9721 -2.0909
H 2.0124 -3.1762 -0.3310
```

HOMO (spin up / spin down) = -6.8 / -6.8 eV
Gap between HOMO and LUMO (spin up / spin down) = 5.76 / 5.78 eV
Lowest unoccupied orbital energy (spin up / spin down) = -1.036 / -1.037 eV



Below is a cluster of 8 separate species, C5H28NO7 in total at a distorted geometry, with properties calculated with wB97M-V/def2-TZVPD.

XYZ file:
```
41
C5H28NO7, DFT wB97M-V/def2-TZVPD
H -1.8833 -1.7097 0.1838
O 2.4018 1.5207 -2.9871
H 2.0882 -1.5298 3.4489
H -2.5094 2.2183 1.4324
H -0.2043 0.7186 -0.5966
H 0.7632 -1.9011 -2.6769
H -4.0107 -1.0959 -1.2398
H -1.2261 -3.2815 -2.3220
H 0.2962 0.1517 2.8317
H 1.8955 2.3233 -3.1805
H -3.2287 -1.8176 -2.6226
N 0.6560 0.2870 -0.2502
O 1.9622 3.0415 0.2805
H -0.4937 -0.7418 -2.3513
H -0.4560 1.3331 2.1681
H 4.2734 -2.0205 -0.5793
C -2.1590 -2.1705 -0.7706
O 3.9949 -1.2352 -0.0875
O 0.4460 0.9741 2.3265
H -2.3551 3.8562 2.8019
O 1.1773 -1.3166 3.6699
O -2.9439 3.7711 2.0422
H 3.2680 1.9457 -2.8848
C 0.9393 -1.0906 -0.7680
H 1.1971 -0.7323 4.4358
H -2.6621 -3.0967 -0.4963
H 1.4022 0.9241 -0.5523
C -0.8973 -2.6651 -1.4876
H -2.9615 0.8230 1.4156
H -2.8943 4.6305 1.5997
H 2.2824 2.8983 1.1790
C 0.0697 -1.5733 -1.9264
H 0.6012 0.3669 0.8090
H 1.7136 3.9718 0.2718
H -0.3640 -3.3552 -0.8240
H 4.6942 -1.1738 0.5752
H -2.5584 -0.3720 -1.8753
H 0.8499 -1.7367 0.1067
O -2.1286 1.3031 1.5245
C -3.0427 -1.3303 -1.6670
H 2.0069 -1.1127 -0.9573
```

HOMO = -13.9 eV
Gap between HOMO and LUMO = 11.46 eV
Charge = +1
Lowest unoccupied orbital energy = -2.483 eV



Total energy readings, ordered: -3440.18085, -3024.85164, -965.07772, -4448.24459, -6044.38620, -788.53265 Eh